Record 1
ORCA calculation (ωB97M-V/def2-TZVPD) on a gas-phase ion, C2H3O3S (charge -1) at a distorted geometry.

Geometry as XYZ:
```
9
Properties=species:S:1:pos:R:3:forces:R:3
C 0.327 -1.214 -1.467 1.007 0.083 -1.899
C 0.614 -0.044 0.437 0.145 3.061 2.755
O -1.373 1.955 0.282 0.414 0.219 -0.586
O -1.728 0.175 1.857 0.140 -0.580 0.022
O 0.921 -0.171 -0.938 -0.270 -1.733 -0.158
S -1.349 0.489 0.458 0.426 0.023 0.636
H 0.653 -1.180 -2.644 -0.532 0.341 1.973
H 0.680 -0.912 1.189 0.188 0.849 -1.925
H 1.254 0.904 0.827 -1.517 -2.264 -0.818
```
Forces are in eV/Å.

Results
Total charge: -1
Energy relative to the best compared isomer or geometry (same formula, charge and spin) in eV: 4.933
Molar mass in g/mol: 107.11
Frontier orbital gap in eV: 7.33

---

Record 2
ORCA calculation (ωB97M-V/def2-TZVPD) on 2 unconnected molecules or ions with the total composition C4H9O at a distorted geometry.

Geometry as XYZ:
```
14
Properties=species:S:1:pos:R:3:forces:R:3
C 2.734 0.041 -0.452 -1.154 -0.143 1.529
O 2.142 -0.266 0.758 0.162 -0.019 -0.508
H 3.812 -0.219 -0.460 0.151 -0.019 -0.473
H 2.643 1.127 -0.663 0.311 0.253 -0.333
H 2.206 -0.457 -1.302 0.411 -0.095 -0.274
C -1.005 0.325 0.898 -0.326 0.035 0.039
C -2.226 0.092 0.067 -0.221 -0.496 -0.246
C -2.222 -0.264 -1.215 0.633 -0.350 -0.190
H -1.012 -0.271 1.817 -0.390 0.020 0.009
H -1.076 1.372 1.218 0.724 -0.030 0.013
H -0.055 0.005 0.444 0.102 0.697 -0.073
H -3.184 0.224 0.570 -0.043 -0.253 0.025
H -3.045 -0.662 -1.795 -0.507 0.538 0.236
H -1.284 -0.305 -1.764 0.147 -0.138 0.247
```
Forces are in eV/Å.

Results
Total charge: -1
Energy relative to the best compared isomer or geometry (same formula, charge and spin) in eV: 1.162
Molar mass in g/mol: 73.11
Frontier orbital gap in eV: 5.82

---

Record 3
ORCA calculation (ωB97M-V/def2-TZVPD) on 2 unconnected molecules or ions with the total composition C3H5N6 at a distorted geometry.

Geometry as XYZ:
```
14
Properties=species:S:1:pos:R:3:forces:R:3
C 2.637 0.778 0.388 -0.471 1.658 0.825
C 1.473 1.320 0.892 1.532 -1.345 -0.128
C 0.143 -0.328 0.049 -2.286 -2.663 -1.639
N 3.568 0.268 -0.049 0.796 -1.032 -0.653
N 1.017 2.233 1.505 -0.056 2.338 0.757
N -2.832 -0.315 -1.585 1.149 0.522 0.573
N -1.900 -0.867 -1.001 -1.650 -1.070 -0.600
N -0.930 0.038 -0.616 0.800 1.820 0.247
N 0.391 -1.558 0.370 0.272 0.488 0.236
H 0.104 2.522 1.812 -0.512 -0.218 0.218
H -3.553 -0.985 -1.857 0.211 -0.441 0.111
H -1.098 1.016 -0.872 0.086 -0.206 0.005
H 1.216 -1.817 0.891 0.187 0.040 -0.018
H -0.236 -2.306 0.073 -0.059 0.108 0.067
```
Forces are in eV/Å.

Results
Total charge: +1
Molar mass in g/mol: 125.11
2S+1: 3
Frontier orbital gap (spin up / spin down) in eV: 6.42 / 7.25

---

Record 4
ORCA calculation (ωB97M-V/def2-TZVPD) on a molecular structure, C3H3F4IO at a distorted geometry.

Geometry as XYZ:
```
12
Properties=species:S:1:pos:R:3:forces:R:3
C -1.172 -0.914 1.404 -0.429 -0.089 0.275
C -0.158 0.337 -0.259 3.765 0.861 -2.754
C 1.585 0.454 -1.250 -3.655 -0.184 2.481
O 0.027 -0.454 0.777 0.043 -0.219 0.054
F -0.998 -0.154 -1.197 -0.191 -0.116 0.207
F 1.389 1.188 -2.327 0.115 -0.023 -0.050
F 2.483 1.015 -0.457 0.090 -0.024 -0.177
F 1.955 -0.769 -1.577 0.089 -0.012 -0.087
I -0.722 2.381 0.174 -0.053 -0.160 0.049
H -1.722 -1.583 0.740 0.106 0.046 0.065
H -1.808 -0.062 1.670 0.119 -0.094 -0.007
H -0.861 -1.439 2.302 0.000 0.014 -0.056
```
Forces are in eV/Å.

Results
Total charge: 0
Energy relative to the best compared isomer or geometry (same formula, charge and spin) in eV: 0.727
Molar mass in g/mol: 257.95
Frontier orbital gap in eV: 10.04

---

Number 1: E -701.81354 a.u.. Number 2: E -232.97626 a.u.. Number 3: E -445.32042 a.u.. Number 4: E -888.46085 a.u..